Formula: C41H109IN8O11Ti
Source: OMol25
Level of theory: ωB97M-V/def2-TZVPD

Atoms and positions in Å:
Ti: 1.46 1.02 -1.58
C: -1.29 -1.72 -3.37
C: -0.27 -0.60 -3.60
C: -1.00 0.56 -4.32
O: 0.32 -0.19 -2.40
H: -1.26 -2.59 -4.01
H: -2.37 -1.46 -3.21
H: -1.07 -2.19 -2.41
H: 0.62 -0.85 -4.33
H: -0.22 1.32 -4.65
H: -1.71 1.09 -3.62
H: -1.69 0.15 -5.15
C: 5.22 1.77 -0.29
C: 3.79 1.44 0.30
C: 3.35 2.60 1.21
O: 3.11 1.30 -0.94
H: 5.20 2.55 -0.97
H: 5.59 0.92 -0.86
H: 5.86 2.04 0.52
H: 3.66 0.47 0.80
H: 3.05 3.51 0.66
H: 4.26 2.80 1.77
H: 2.52 2.23 1.80
C: 0.90 4.88 -0.82
C: -0.05 3.64 -1.27
C: -1.25 4.18 -2.09
O: 0.72 2.66 -1.90
H: 0.26 5.64 -0.40
H: 1.35 5.22 -1.74
H: 1.63 4.58 -0.12
H: -0.52 3.33 -0.32
H: -1.97 4.79 -1.49
H: -1.75 3.38 -2.64
H: -0.90 4.82 -2.88
I: 0.51 0.07 0.83
C: -3.55 0.74 4.88
C: -2.38 0.48 3.87
C: -1.85 -0.88 3.99
O: -1.25 -1.06 5.21
C: -1.09 -2.49 5.44
N: -2.98 0.53 2.52
H: -3.15 0.69 5.88
H: -4.30 -0.02 4.79
H: -4.06 1.68 4.66
H: -1.59 1.25 4.07
H: -1.09 -0.98 3.20
H: -2.60 -1.61 3.86
H: -2.04 -2.88 5.70
H: -0.36 -2.69 6.17
H: -0.78 -2.97 4.57
H: -3.22 1.48 2.27
H: -2.23 0.25 1.83
C: 4.68 1.93 -4.34
C: 3.55 0.82 -4.37
C: 3.90 -0.55 -3.73
O: 4.96 -0.34 -2.81
C: 5.02 -1.49 -2.00
N: 2.38 1.34 -3.60
H: 4.72 2.43 -3.36
H: 4.50 2.58 -5.23
H: 5.66 1.47 -4.40
H: 3.12 0.73 -5.37
H: 4.31 -1.16 -4.52
H: 3.06 -0.98 -3.25
H: 5.72 -1.31 -1.20
H: 5.25 -2.30 -2.60
H: 4.01 -1.65 -1.52
H: 2.46 2.35 -3.68
H: 1.52 1.03 -4.15
C: -4.40 4.94 1.63
C: -3.05 5.70 1.77
C: -1.82 4.76 1.64
O: -1.42 4.18 2.86
C: -0.19 3.45 2.74
N: -3.09 6.71 0.73
H: -4.49 4.14 2.36
H: -4.52 4.66 0.56
H: -5.10 5.74 1.82
H: -2.95 6.23 2.72
H: -0.97 5.41 1.27
H: -2.01 3.92 0.89
H: 0.62 4.08 3.10
H: 0.05 3.06 1.74
H: -0.19 2.55 3.33
H: -2.34 7.36 0.89
H: -2.86 6.29 -0.23
C: 5.40 0.02 6.88
C: 4.91 1.35 6.26
C: 3.48 1.33 5.80
O: 3.20 0.50 4.63
C: 1.92 -0.18 4.68
N: 4.95 2.42 7.33
H: 4.69 -0.44 7.59
H: 6.34 0.10 7.37
H: 5.43 -0.74 6.10
H: 5.59 1.65 5.45
H: 3.11 2.35 5.57
H: 2.92 1.00 6.68
H: 1.85 -0.82 5.58
H: 1.87 -0.69 3.75
H: 1.05 0.54 4.84
H: 4.61 2.01 8.21
H: 5.87 2.64 7.57
C: 1.94 -5.12 -6.64
C: 1.70 -4.04 -5.62
C: 2.19 -4.43 -4.25
O: 1.80 -3.39 -3.32
C: 2.26 -3.81 -2.03
N: 2.30 -2.82 -6.12
H: 1.76 -6.15 -6.24
H: 2.98 -5.11 -6.76
H: 1.36 -4.88 -7.54
H: 0.63 -3.92 -5.49
H: 3.23 -4.63 -4.18
H: 1.66 -5.27 -3.85
H: 3.33 -3.81 -2.00
H: 1.88 -4.81 -1.69
H: 1.92 -3.07 -1.20
H: 2.12 -2.09 -5.48
H: 3.30 -2.85 -6.15
C: -4.72 -2.43 -1.24
C: -4.07 -2.48 0.22
C: -4.48 -3.65 1.05
O: -5.87 -3.85 0.99
C: -6.22 -4.71 2.07
N: -2.62 -2.41 0.07
H: -4.40 -3.31 -1.80
H: -4.34 -1.51 -1.75
H: -5.80 -2.48 -1.40
H: -4.40 -1.58 0.74
H: -4.17 -3.26 2.00
H: -3.83 -4.56 0.84
H: -7.28 -4.99 2.00
H: -5.98 -4.30 3.09
H: -5.68 -5.67 2.05
H: -2.34 -1.49 -0.33
H: -2.11 -2.48 0.95
C: 0.67 -4.67 3.43
C: 0.45 -3.78 2.24
C: 1.79 -3.35 1.54
O: 2.46 -4.46 0.96
C: 3.81 -4.28 0.84
N: -0.49 -4.52 1.31
H: -0.30 -5.08 3.76
H: 1.16 -4.04 4.19
H: 1.29 -5.56 3.10
H: -0.02 -2.88 2.57
H: 2.48 -2.96 2.32
H: 1.51 -2.60 0.82
H: 4.16 -3.27 0.46
H: 4.26 -5.02 0.16
H: 4.41 -4.46 1.80
H: -0.77 -3.97 0.50
H: 0.02 -5.30 0.91
C: -5.81 3.22 -4.91
C: -4.72 2.34 -4.33
C: -4.59 2.57 -2.86
O: -3.84 1.61 -2.20
C: -3.45 2.08 -0.90
N: -4.97 0.97 -4.75
H: -5.90 3.54 -5.98
H: -5.85 4.12 -4.29
H: -6.72 2.70 -4.57
H: -3.78 2.62 -4.81
H: -5.66 2.67 -2.40
H: -4.11 3.51 -2.74
H: -2.92 3.04 -0.99
H: -2.82 1.29 -0.46
H: -4.35 2.16 -0.31
H: -4.33 0.36 -4.13
H: -5.95 0.78 -4.70

* total charge: 0
* energy: -109940.46904 eV

Here are the Mulliken charges for atoms 1 to 99, given in e:
1. Ti -0.32
2. C -0.76
3. C 1.74
4. C -0.66
5. O -0.58
6. H 0.35
7. H -0.06
8. H -0.07
9. H -0.67
10. H 0.38
11. H -0.29
12. H 0.41
13. C -1.67
14. C 0.78
15. C -0.97
16. O 0.23
17. H 0.40
18. H 0.19
19. H 0.53
20. H 0.12
21. H -0.11
22. H 0.58
23. H -0.06
24. C -1.62
25. C 2.56
26. C -1.19
27. O 0.04
28. H 0.52
29. H 0.49
30. H 0.15
31. H -1.32
32. H -0.22
33. H 0.08
34. H 0.66
35. I 0.58
36. C -1.71
37. C 1.42
38. C 0.21
39. O -0.44
40. C -0.38
41. N -0.32
42. H 0.39
43. H 0.38
44. H 0.34
45. H -0.59
46. H -0.65
47. H 0.55
48. H 0.47
49. H 0.40
50. H -0.22
51. H 0.15
52. H -0.17
53. C -1.38
54. C 0.18
55. C -0.52
56. O -0.43
57. C -0.71
58. N -0.24
59. H 0.26
60. H 0.37
61. H 0.40
62. H 0.48
63. H 0.60
64. H -0.02
65. H 0.40
66. H 0.61
67. H -0.14
68. H 0.16
69. H -0.38
70. C -1.08
71. C -0.14
72. C 1.34
73. O -0.48
74. C 0.59
75. N -0.76
76. H 0.21
77. H 0.07
78. H 0.48
79. H 0.51
80. H -0.13
81. H -0.62
82. H 0.42
83. H -0.35
84. H -0.49
85. H 0.34
86. H 0.24
87. C -1.42
88. C 0.46
89. C -0.86
90. O -0.25
91. C -0.46
92. N -0.73
93. H 0.29
94. H 0.45
95. H 0.31
96. H 0.33
97. H 0.30
98. H 0.35
99. H 0.44